Entry 1:
{"formula": "C22H37ClMnO4Si", "method": "ωB97M-V with the def2-TZVPD basis set", "total_charge": 0, "spin_multiplicity": 4, "fmax_ev_per_a": 2.84, "gap_ev": [5.80, 6.57], "e_lumo_ev": [-1.8, -1.0], "homo_ev": [-7.56, -7.55], "elements": ["Mn", "Cl", "Si", "O", "O", "O", "O", "C", "C", "C", "C", "C", "C", "C", "C", "C", "C", "C", "C", "C", "C", "C", "C", "C", "C", "C", "C", "C", "C", "H", "H", "H", "H", "H", "H", "H", "H", "H", "H", "H", "H", "H", "H", "H", "H", "H", "H", "H", "H", "H", "H", "H", "H", "H", "H", "H", "H", "H", "H", "H", "H", "H", "H", "H", "H", "H"], "coordinates": [[-0.22282, -0.72244, -2.57621], [0.23292, -2.70252, -1.58350], [0.02296, 0.12809, 0.42544], [-0.02272, 0.46124, -1.13416], [-1.27833, -0.75635, 0.82946], [0.00953, 1.49335, 1.33440], [1.39881, -0.63187, 0.91678], [2.33738, -0.50488, -2.44625], [-3.31978, -1.71857, 1.51302], [-1.53178, -1.24415, 3.21894], [-1.68227, 0.54520, -3.64363], [-1.39205, 3.13300, 0.14141], [0.07112, 3.73169, 2.08628], [1.58537, -0.95239, -4.58363], [2.59711, -0.20112, 1.60799], [-1.82228, -1.69204, 1.79407], [1.95053, 0.73773, -3.04506], [1.48607, 0.45804, -4.36581], [2.31456, 0.01074, 3.09015], [-1.98729, 2.34768, 2.42127], [-1.47548, -1.74066, -4.02821], [-0.83830, 2.67097, 1.47852], [-2.24296, -0.13382, -2.49764], [-1.24088, -3.08530, 1.61600], [3.59894, -1.33867, 1.43566], [3.15686, 1.09122, 1.03134], [-1.25697, -0.44255, -4.58488], [2.13903, -1.54658, -3.41551], [-2.14373, -1.57329, -2.74466], [-2.52218, -2.33828, -2.09189], [1.34723, -1.49295, -5.50155], [1.61661, 0.84369, 3.24148], [2.05910, 1.72145, -2.58478], [-1.71986, -3.76279, 2.33937], [3.18622, -2.26992, 1.84996], [3.25465, 0.25671, 3.60610], [-2.01585, -1.94102, 3.91866], [-2.08168, 2.39872, -0.28886], [1.17419, 1.21624, -5.08860], [-2.56768, 3.26173, 2.59807], [-2.70855, 0.31046, -1.62564], [-3.50235, -2.04578, 0.47918], [-2.65952, 1.60077, 1.97810], [-1.27720, -2.68921, -4.50450], [-1.95703, 4.05990, 0.30986], [4.10443, 1.32547, 1.53878], [2.47132, 1.92755, 1.20667], [4.53516, -1.10559, 1.95873], [-3.82984, -2.40729, 2.19586], [-0.92629, -0.24733, -5.59779], [-1.41196, -3.46956, 0.60503], [1.90276, -0.89799, 3.54732], [2.41081, -2.59492, -3.28205], [-3.75362, -0.71543, 1.63988], [2.77560, -0.62924, -1.45898], [-1.68312, 1.62282, -3.78960], [-0.49829, 4.64390, 2.28474], [-1.92120, -0.23967, 3.41870], [-1.61705, 1.98604, 3.38955], [3.36267, 1.00457, -0.04089], [-0.45326, -1.26263, 3.42114], [0.50083, 3.37420, 3.03401], [-0.59244, 3.34939, -0.57543], [-0.16201, -3.08695, 1.81082], [0.88982, 3.97696, 1.39415], [3.82602, -1.50580, 0.37287]]}

---

Entry 2:
{"formula": "C22H37FeO3Si", "method": "ωB97M-V with the def2-TZVPD basis set", "total_charge": 0, "spin_multiplicity": 6, "fmax_ev_per_a": 3.04, "gap_ev": [5.31, 7.32], "e_lumo_ev": [0.4, -0.4], "homo_ev": [-4.94, -7.72], "e_above_lowest_ev": 1.4669, "elements": ["Fe", "Si", "O", "O", "O", "C", "C", "C", "C", "C", "C", "C", "C", "C", "C", "C", "C", "C", "C", "C", "C", "C", "C", "C", "C", "C", "C", "H", "H", "H", "H", "H", "H", "H", "H", "H", "H", "H", "H", "H", "H", "H", "H", "H", "H", "H", "H", "H", "H", "H", "H", "H", "H", "H", "H", "H", "H", "H", "H", "H", "H", "H", "H", "H"], "coordinates": [[-0.80795, -1.02481, 0.14835], [0.83142, -1.34367, 5.65336], [0.16323, -1.07364, 4.13525], [1.25532, 3.53057, -2.63796], [-2.53627, 0.01118, -3.08720], [-0.41628, -3.18474, 1.74383], [-1.01313, -3.37475, 0.48135], [-3.14789, 0.58865, -5.46095], [0.27612, 0.05138, 3.23949], [-0.22090, -0.71935, 7.10162], [2.54525, -0.54524, 5.77836], [-2.03793, 0.17510, -4.46499], [0.02547, 2.79436, -3.00181], [-0.99384, 0.82778, 3.01196], [-4.45448, 0.39114, -4.66255], [0.83054, 1.76649, -3.85913], [0.84340, -2.54596, 1.55583], [2.07009, 2.64281, -3.47542], [1.07468, -2.38696, 0.14900], [2.75631, 3.37730, -4.65524], [0.72030, -0.18153, 1.82057], [3.11413, 1.91648, -2.61797], [-4.00558, -0.00571, -3.24629], [0.09917, 0.78712, 0.99198], [-0.03654, -2.98884, -0.52951], [-1.02945, 1.33527, 1.73771], [1.09416, -3.20426, 5.85671], [3.22191, 4.32546, -4.37349], [-0.61175, 3.47370, -3.61774], [1.61728, -3.60091, 4.97146], [-5.05796, 1.30313, -4.67590], [1.57621, -2.36962, 2.34389], [-3.09778, -0.07896, -6.33221], [3.55864, 2.74527, -5.04441], [1.70660, -3.43850, 6.75173], [-1.72474, 2.05685, 1.30467], [-3.01172, 1.61817, -5.82787], [-0.77133, -3.52040, 2.72035], [-1.66942, -0.82234, -4.80528], [-1.96707, -3.82987, 0.26197], [1.07194, 0.71681, 3.65237], [2.49000, 0.50797, 5.45876], [2.68066, 1.42074, -1.73059], [-4.45753, 0.69140, -2.52108], [2.08009, 3.52894, -5.48888], [-1.17740, 0.88399, -4.46025], [2.93724, -0.58509, 6.81290], [-0.14335, 0.37739, 7.20435], [0.53110, 1.21754, 0.09717], [-5.05360, -0.39403, -5.13964], [-0.52161, 2.32889, -2.16197], [0.80378, 0.75721, -3.38693], [3.88524, 2.62525, -2.25822], [3.61899, 1.14169, -3.22495], [0.54891, 1.79143, -4.92770], [3.25813, -1.07897, 5.12642], [-1.55511, 1.15036, 3.87737], [1.75829, -0.47565, 1.67657], [0.09244, -1.16766, 8.06358], [-0.06238, -3.25655, -1.57435], [0.13073, -3.73467, 5.95735], [1.94012, -1.92380, -0.33392], [-1.28097, -0.97270, 6.94485], [-4.34392, -1.02862, -3.04675]]}

---

Entry 3:
{"formula": "C22H37MgO3Si", "method": "ωB97M-V with the def2-TZVPD basis set", "total_charge": -1, "fmax_ev_per_a": 3.52, "gap_ev": [1.81, 1.81], "e_lumo_ev": [2.2, 2.2], "homo_ev": [0.35, 0.35], "elements": ["Si", "Mg", "O", "O", "O", "C", "C", "C", "C", "C", "C", "C", "C", "C", "C", "C", "C", "C", "C", "C", "C", "C", "C", "C", "C", "C", "C", "H", "H", "H", "H", "H", "H", "H", "H", "H", "H", "H", "H", "H", "H", "H", "H", "H", "H", "H", "H", "H", "H", "H", "H", "H", "H", "H", "H", "H", "H", "H", "H", "H", "H", "H", "H", "H"], "coordinates": [[2.26158, 3.34610, 1.41391], [-0.06507, -0.99123, 0.22649], [-4.79621, -4.28959, -2.26186], [1.29877, 2.16734, 0.70006], [-1.69908, -1.59900, -1.45223], [1.26156, -0.63259, 2.16881], [0.00860, 0.01629, 2.35995], [2.14053, 2.99322, 3.24193], [1.45622, 1.63077, -0.62522], [4.02181, 3.16590, 0.80713], [-4.58092, -5.56667, -2.91829], [-6.20076, -3.97523, -2.35927], [-1.02259, -0.96364, 2.25301], [-0.09349, -3.63720, -1.20690], [1.55477, 5.01750, 0.98943], [1.10092, -0.40104, -1.77335], [-6.97515, -5.22608, -2.76730], [-2.92647, -2.14568, -0.80819], [1.78158, 0.14136, -0.68516], [-1.16206, -2.85186, -3.36691], [0.22137, 1.70438, -1.49489], [-5.91944, -6.16415, -3.36178], [0.11838, 0.55572, -2.23262], [-0.39589, -2.23413, 2.00899], [-2.60443, -3.53532, -1.32278], [-1.29746, -2.97359, -1.86723], [1.02053, -2.01884, 1.95319], [-2.08329, -0.79385, 2.43279], [-1.11097, -3.83023, -3.85317], [-6.34197, -3.21141, -3.13832], [-3.91311, -5.45185, -3.78873], [-0.32508, 2.64054, -1.59199], [-6.04640, -7.18828, -2.99826], [1.11823, 3.18020, 3.59854], [2.70418, -0.22812, -0.23689], [0.04748, -4.62083, -1.69421], [-4.09057, -6.24579, -2.20395], [1.78296, -2.78846, 1.83742], [0.50199, 5.09442, 1.29663], [-3.22152, -3.79056, -2.16885], [-2.88418, -2.04258, 0.29618], [-0.24731, -2.28040, -3.58333], [-7.75659, -5.01423, -3.49695], [-0.24073, -3.83999, -0.13373], [2.39181, 1.94566, 3.45045], [-0.13245, 1.05354, 2.65006], [-0.54402, 0.38217, -3.07967], [-0.90100, -3.19900, 1.97266], [2.26982, 2.17755, -1.14846], [1.62466, 5.24173, -0.08492], [-3.80339, -1.64793, -1.25967], [4.06692, 3.17426, -0.29073], [-2.03355, -2.28771, -3.72506], [2.13405, 5.77568, 1.53518], [2.82584, 3.63112, 3.81802], [-2.55106, -4.33553, -0.57719], [-6.54828, -3.57711, -1.40093], [0.84721, -3.08200, -1.35245], [4.46566, 2.22686, 1.17052], [4.63157, 3.99949, 1.18988], [2.23880, -0.17007, 2.28877], [-7.43092, -5.70094, -1.89254], [1.38823, -1.30644, -2.31595], [-5.99743, -6.17305, -4.45470]]}